Formula: C44H58N8O9
Source: OMol25
Level of theory: ωB97M-V with the def2-TZVPD basis set

Computed properties:
- Orbital gap: 0.293 hartree
- Energy above the lowest of the compared OMol25 structures with the same formula, charge and spin: 5.8 kcal/mol
- SMILES: C[C@H]1COC(=O)O1.C[C@H]1COC(=O)O1.C[C@H]1COC(=O)O1.c1cc[nH]c1.c1cc[nH]c1.c1cc[nH]c1.c1cc[nH]c1.c1cc[nH]c1.c1cc[nH]c1.c1cc[nH]c1.c1cc[nH]c1
- Energy: -2826.60741 Ha

Geometry (Å):
C  -19.42903  18.73742  30.37809
C  -18.37061  19.54330  29.64502
C  -18.58123  19.74047  28.15049
O  -18.40148  21.15185  27.96433
C  -18.53482  21.76804  29.16131
O  -18.68716  22.93763  29.31385
O  -18.51280  20.87005  30.14591
H  -20.40375  19.18273  30.21389
H  -19.11620  18.67795  31.42363
H  -19.36046  17.67941  30.11007
H  -17.34714  19.17609  29.77949
H  -19.57374  19.41016  27.82504
H  -17.92332  19.20526  27.46512
C  -29.48288  20.52112  33.79173
C  -28.20306  21.23260  33.48577
C  -27.76334  21.08322  32.01887
O  -27.15242  22.35011  31.75996
C  -27.38675  23.20376  32.76906
O  -26.96747  24.31846  32.79703
O  -28.21890  22.65891  33.66283
H  -29.88397  20.87097  34.74695
H  -29.24904  19.46215  33.90058
H  -30.29240  20.66226  33.07592
H  -27.42887  20.84088  34.14879
H  -28.61846  21.01396  31.34602
H  -27.09733  20.23304  31.89252
C  -26.37979  25.94202  29.16414
C  -27.70986  25.31749  29.53519
C  -28.86968  25.84946  28.67218
O  -29.42366  24.66077  28.09305
C  -28.75360  23.58010  28.50280
O  -28.97807  22.45054  28.15871
O  -27.68008  23.93072  29.21061
H  -25.60782  25.61761  29.86067
H  -26.44337  27.02952  29.23472
H  -26.04552  25.70215  28.15826
H  -27.99727  25.44548  30.57804
H  -28.56178  26.55398  27.90221
H  -29.63826  26.29292  29.30478
C  -26.18792  18.57173  26.69377
C  -25.85663  19.63988  25.85854
C  -26.67444  20.72242  26.18047
N  -27.54182  20.27465  27.14141
C  -27.24191  19.00344  27.48000
H  -25.62941  17.65316  26.77192
H  -25.09179  19.65799  25.09638
H  -26.62664  21.74985  25.85980
H  -28.23726  20.87118  27.58141
H  -27.88005  18.51825  28.20242
C  -22.24803  18.23356  27.38590
C  -21.45953  17.31795  28.13406
C  -20.42344  16.94674  27.31838
N  -20.50404  17.68040  26.16851
C  -21.66769  18.42034  26.15226
H  -23.15856  18.65892  27.77586
H  -21.66775  16.81764  29.06274
H  -19.61478  16.24444  27.44359
H  -19.86533  17.64878  25.39437
H  -21.90533  18.99378  25.27223
C  -22.35405  26.55528  30.83768
C  -23.21366  26.96849  29.78067
C  -23.65000  28.24547  30.08777
N  -23.08837  28.59844  31.29587
C  -22.27762  27.58755  31.71827
H  -21.87213  25.59805  30.94714
H  -23.55113  26.31895  28.99171
H  -24.33694  28.88044  29.55544
H  -23.17051  29.49435  31.73464
H  -21.68338  27.75126  32.60339
C  -24.33403  18.75773  30.55806
C  -25.55020  18.04822  30.75440
C  -25.20710  16.84401  31.30719
N  -23.85152  16.76035  31.39158
C  -23.29221  17.92049  30.89039
H  -24.16456  19.76307  30.20642
H  -26.55659  18.32070  30.48430
H  -25.76876  15.96767  31.59284
H  -23.37389  15.96027  31.75904
H  -22.25136  18.13310  31.06090
C  -23.99753  23.37540  23.87842
C  -23.93737  24.74414  24.18907
C  -23.99061  24.88139  25.55670
N  -24.12804  23.62028  26.06794
C  -24.09420  22.68878  25.07019
H  -23.95168  22.99504  22.87073
H  -23.81915  25.54370  23.47418
H  -23.98417  25.76066  26.17314
H  -24.23132  23.42514  27.05878
H  -24.22276  21.64666  25.31078
C  -20.21800  19.78649  23.80469
C  -19.46281  20.29123  24.89422
C  -20.19540  21.32354  25.42064
N  -21.36392  21.44046  24.73785
C  -21.45981  20.37534  23.85423
H  -20.02752  18.99140  23.09735
H  -18.52345  19.91727  25.26639
H  -20.01783  21.86460  26.33509
H  -22.12992  22.09045  24.91028
H  -22.33950  20.27632  23.23687
C  -22.27812  22.31469  28.88948
C  -23.42062  22.85337  29.55706
C  -24.53570  22.27476  29.02749
N  -24.11043  21.29162  28.16849
C  -22.76527  21.38899  27.99164
H  -21.28274  22.63643  29.15340
H  -23.42049  23.66876  30.26538
H  -25.58051  22.49222  29.18386
H  -24.78956  20.73568  27.66457
H  -22.27991  20.80660  27.22851
C  -20.01714  24.60584  26.60898
C  -18.78139  25.02382  27.10370
C  -18.25407  25.89951  26.16464
N  -19.12851  25.98305  25.12572
C  -20.22244  25.19621  25.39202
H  -20.65715  23.89667  27.11240
H  -18.39052  24.71184  28.05739
H  -17.34633  26.47858  26.21278
H  -19.06073  26.52158  24.28531
H  -21.00929  25.15857  24.65499